[1]
This record from the OMol25 dataset describes a structure of composition C17H30N5O8P2S2V. The level of theory is ωB97M-V/def2-TZVPD.

Geometry as XYZ:
```
65
C17H30N5O8P2S2V, DFT ωB97M-V/def2-TZVPD
V 0.2935 0.8212 0.8687
C 2.1778 -1.3499 -2.2349
C 2.3315 -0.0170 -1.5416
O 1.9916 -0.1293 -0.1506
P 3.1437 -0.2098 1.0485
S 4.6724 0.9215 0.6866
S 1.9476 0.0675 2.6248
O 3.5965 -1.7522 0.9417
C 2.6231 -2.7823 1.1992
C 3.1599 -4.0745 0.6255
H 2.4315 -1.2392 -3.2896
H 1.1454 -1.6933 -2.1661
H 2.8443 -2.0931 -1.7978
H 1.6405 0.7227 -1.9540
H 3.3563 0.3595 -1.6012
H 1.6696 -2.5046 0.7387
H 2.4610 -2.8472 2.2760
H 3.3097 -3.9931 -0.4508
H 2.4517 -4.8803 0.8142
H 4.1128 -4.3332 1.0846
C -4.1559 -0.3546 -0.3676
C -3.5044 -1.2520 -1.4088
C -2.2953 -2.0419 -0.8584
C -1.6649 -2.8985 -1.9682
C -0.5001 -3.7465 -1.4764
C -2.7931 -2.9721 0.2318
O -3.5765 -3.8760 0.0074
N -2.3388 -2.7198 1.4898
C -1.4278 -1.7185 1.8915
O -1.1450 -1.6260 3.0648
N -0.8773 -0.9543 0.9133
C -1.2707 -1.0309 -0.3563
O -0.7886 -0.2094 -1.1607
H -4.9727 0.2207 -0.7986
H -3.4448 0.3620 0.0425
H -4.5632 -0.9339 0.4628
H -3.1387 -0.6532 -2.2452
H -4.2217 -1.9793 -1.7962
H -1.3426 -2.2184 -2.7586
H -2.4479 -3.5436 -2.3706
H 0.2957 -3.1280 -1.0584
H -0.0729 -4.3323 -2.2910
H -0.8232 -4.4433 -0.7024
H -2.7009 -3.2951 2.2365
C 3.0419 3.5944 -1.2359
O 2.4625 4.0093 -0.0027
P 1.0926 3.2967 0.4954
O 0.0015 3.8625 -0.5415
C -0.3110 5.2531 -0.6198
O 0.8506 4.2406 1.7630
C 0.9064 3.7266 3.0973
H 3.7880 4.3436 -1.4953
H 2.2880 3.5458 -2.0274
H 3.5334 2.6323 -1.1122
H -0.7390 5.4252 -1.6058
H 0.5847 5.8637 -0.4918
H -1.0420 5.5042 0.1480
H 0.7364 2.6489 3.1131
H 0.1242 4.2260 3.6656
H 1.8848 3.9451 3.5274
N -5.4989 3.0670 0.8018
C -4.4243 3.1941 1.2165
N -3.2368 3.4542 1.7151
C -2.2883 2.6039 1.5820
N -1.3438 1.9146 1.5618
```

Computed properties:
largest force on an atom	0.01059	hartree/bohr
DFT total energy	-107892.3350	eV
charge	-1
2S+1	4
<S²>	3.76

=====

[2]
This record from the OMol25 dataset describes an isolated molecule of C5H3N. The level of theory is ωB97M-V/def2-TZVPD.

Geometry as XYZ:
```
9
C5H3N, DFT ωB97M-V/def2-TZVPD
C -0.5023 0.9126 -0.1228
C 0.6741 1.5009 -0.3941
C 1.7125 1.3067 0.2983
C -0.7037 -0.5394 -0.0435
C 0.6418 -1.1227 -0.1067
N 1.6603 -1.6565 -0.0541
H -1.2573 1.6448 0.3406
H -0.9685 -0.9046 0.8952
H -1.2569 -1.1419 -0.8130
```

Computed properties:
largest force on an atom	0.07080	hartree/bohr
DFT total energy	-6717.1224	eV
2S+1	1

=====

[3]
This record from the OMol25 dataset describes an isolated molecule of C19H28N2O4S. The level of theory is ωB97M-V/def2-TZVPD.

Geometry as XYZ:
```
54
C19H28N2O4S, DFT ωB97M-V/def2-TZVPD
C 2.6950 2.8257 7.0575
C 3.7249 2.1305 6.1746
C 3.1016 1.1672 5.1650
C 2.2625 1.8792 4.0949
C 1.7593 0.8847 3.0920
C 0.5722 0.1938 3.3218
C 0.1255 -0.7586 2.4246
C 0.8718 -1.0212 1.2920
S 0.2634 -2.2470 0.1456
O -0.0842 -3.4414 0.8563
O 1.1909 -2.3603 -0.9504
N -1.1775 -1.5089 -0.3221
C -0.9908 -0.4282 -1.2652
C -0.8441 -0.9413 -2.7047
N -1.9738 -1.7835 -3.0242
C -3.0112 -1.4979 -3.8366
O -3.9728 -2.2396 -3.9410
C -2.9321 -0.2578 -4.7256
C -1.8928 -0.3902 -5.8652
C -1.2856 1.0185 -5.9670
C -2.1464 1.8391 -4.9951
O -2.6004 0.9257 -4.0211
C -2.0792 -2.9182 -2.1248
C -2.2490 -2.4124 -0.6904
C 2.0535 -0.3517 1.0434
C 2.4952 0.5996 1.9468
H 3.1938 3.4259 7.8148
H 2.0687 2.0922 7.5609
H 2.0567 3.4841 6.4740
H 4.4093 1.5648 6.8108
H 4.3139 2.8813 5.6429
H 3.8982 0.6097 4.6668
H 2.4730 0.4451 5.6903
H 2.8805 2.6304 3.5998
H 1.4186 2.3812 4.5685
H -0.0033 0.4078 4.2104
H -0.7879 -1.3080 2.5851
H -0.0956 0.1192 -0.9656
H -1.8586 0.2365 -1.2041
H -0.7861 -0.0954 -3.3817
H 0.0685 -1.5434 -2.7705
H -3.9371 -0.1434 -5.1622
H -1.1378 -1.1349 -5.6171
H -2.3809 -0.6959 -6.7879
H -1.3324 1.4198 -6.9766
H -0.2446 1.0173 -5.6442
H -1.5998 2.6298 -4.4804
H -3.0045 2.2784 -5.5239
H -2.9380 -3.5166 -2.4318
H -1.1615 -3.5108 -2.1939
H -2.2215 -3.2428 0.0148
H -3.1968 -1.8739 -0.5927
H 2.6100 -0.5913 0.1507
H 3.4193 1.1274 1.7618
```

Computed properties:
largest force on an atom	0.02177	hartree/bohr
DFT total energy	-42162.8289	eV
2S+1	1
SMILES string	CCCCc1ccc(S(=O)(=O)N2CCN(C(=O)[C@@H]3CCCO3)CC2)cc1

=====

[4]
This record from the OMol25 dataset describes a cluster of 2 separate species, C38H36N2O3P in total. The level of theory is ωB97M-V/def2-TZVPD.

Geometry as XYZ:
```
80
C38H36N2O3P, DFT ωB97M-V/def2-TZVPD
C 4.8303 -1.4954 -3.4350
C 4.3381 -2.3737 -2.4629
C 2.9965 -2.3036 -2.0792
C 2.1446 -1.3850 -2.7005
P 0.4040 -1.3529 -2.2027
C -0.0822 -3.0296 -2.6585
C -0.0282 -4.0675 -1.7299
C -0.1130 -5.3958 -2.1701
C -0.3252 -5.6757 -3.5231
C -0.4769 -4.6234 -4.4405
C -0.3817 -3.2972 -4.0054
N 0.5841 -1.3532 -0.5639
C -0.0710 -0.9041 0.4422
C 0.2704 -1.3755 1.7786
C -0.6133 -1.2595 2.8643
C -0.5091 -2.1464 3.9304
C 0.5498 -3.0634 3.9887
C 1.5735 -3.0229 3.0250
C 1.4479 -2.1451 1.9457
O -0.4258 -0.2779 -2.8130
C 2.6259 -0.5269 -3.6932
C 3.9776 -0.5665 -4.0400
H 5.8806 -1.5411 -3.7226
H 4.9839 -3.1234 -2.0044
H 2.6174 -2.9751 -1.3068
H 0.1044 -3.8523 -0.6707
H -0.0066 -6.2033 -1.4460
H -0.3783 -6.7116 -3.8677
H -0.6612 -4.8339 -5.4967
H -0.5223 -2.4690 -4.7035
H -0.9769 -0.2845 0.3273
H -1.3968 -0.5055 2.8280
H -1.2799 -2.1422 4.7009
H 0.5701 -3.8075 4.7856
H 2.4421 -3.6874 3.0943
H 2.2188 -2.0919 1.1755
H 1.9401 0.1711 -4.1729
H 4.3615 0.1282 -4.7867
C -5.7962 0.8287 1.6423
C -4.9236 0.8476 0.4057
C -4.4394 -0.5513 0.0586
C -5.6370 1.4992 -0.7676
O -3.7790 1.7676 0.6353
C -2.8177 1.4203 1.5388
C -1.4775 1.7029 0.9821
N -0.6089 2.2418 1.7711
C 0.5775 2.7623 1.5026
C 1.2794 3.4051 2.6052
C 2.5732 3.9626 2.5010
C 3.1436 4.6301 3.5887
C 2.4182 4.8043 4.7751
C 1.1094 4.3096 4.8622
C 0.5574 3.6087 3.7942
C 1.1079 2.7580 0.1355
C 2.3874 2.2435 -0.1427
C 2.8239 2.1393 -1.4631
C 2.0183 2.5863 -2.5164
C 0.7439 3.0929 -2.2495
C 0.2833 3.1443 -0.9349
O -3.0356 1.0098 2.6653
H -6.3588 1.7711 1.7171
H -6.5135 -0.0013 1.5863
H -5.1662 0.7059 2.5327
H -3.7162 -0.5005 -0.7680
H -3.9649 -0.9909 0.9456
H -5.2745 -1.1984 -0.2476
H -4.9323 1.6842 -1.5880
H -6.4647 0.8866 -1.1447
H -6.0400 2.4652 -0.4395
H -1.4162 1.6676 -0.1268
H 3.1335 3.8719 1.5724
H 4.1617 5.0203 3.5104
H 2.8585 5.3181 5.6306
H 0.5081 4.4653 5.7541
H -0.4607 3.2268 3.8325
H 3.0022 1.8866 0.6857
H 3.8064 1.7072 -1.6669
H 2.3667 2.4949 -3.5482
H 0.0938 3.4131 -3.0686
H -0.7451 3.4637 -0.7491
```

Computed properties:
largest force on an atom	0.05070	hartree/bohr
DFT total energy	-58403.6453	eV
charge	-1
2S+1	1

=====

[5]
This record from the OMol25 dataset describes a structure of composition C5H14N2. The level of theory is ωB97M-V/def2-TZVPD.

Geometry as XYZ:
```
21
C5H14N2, DFT ωB97M-V/def2-TZVPD
C 2.4098 -0.9450 0.0580
C 1.0171 -0.3649 0.2134
C 0.1035 -0.3264 -0.9350
C -1.2859 0.0463 -0.4677
C -1.8439 1.2445 -0.3453
N -2.0546 -1.0748 0.1819
N 1.2956 1.4076 0.9306
H 2.8623 -1.2014 1.0242
H 2.2415 -1.9272 -0.4107
H 3.1673 -0.3712 -0.4901
H 0.5671 -0.6487 1.1634
H 0.5112 0.3534 -1.6920
H 0.0927 -1.2944 -1.4849
H -2.8617 1.4450 -0.0642
H -1.5274 2.0435 -1.0170
H -2.0584 -0.9883 1.2046
H -1.8153 -2.0135 -0.1559
H -3.0506 -0.9682 -0.0588
H 1.4310 2.1246 0.2143
H 2.1675 1.0124 1.2916
H 1.1299 2.0653 1.7161
```

Computed properties:
largest force on an atom	0.04772	hartree/bohr
DFT total energy	-8373.0558	eV
charge	+2
2S+1	1

=====

[6]
This record from the OMol25 dataset describes a structure of composition C17H19N5O3. The level of theory is ωB97M-V/def2-TZVPD.

Geometry as XYZ:
```
44
C17H19N5O3, DFT ωB97M-V/def2-TZVPD
C -1.5639 1.8897 -2.6974
C -0.5447 2.0063 -1.4087
C -2.4142 0.6967 -2.4715
C -1.5017 -0.5265 -2.1631
C -0.7697 -1.1897 -3.1034
C -1.3711 -1.2154 -0.8861
C -0.4522 -2.3970 -1.0474
C -2.0441 -1.1200 0.4665
C -0.0594 -3.2359 -0.0383
C -1.8025 -2.1224 1.5078
C -0.7756 -3.0306 1.1841
C 0.0328 1.4979 1.1057
C 0.8146 2.8241 1.4775
C 1.2277 0.4481 0.9260
C 2.1326 0.1279 2.0897
C 1.8657 -0.9688 2.9248
C 3.3525 0.2563 3.8270
H 0.5986 1.4954 -3.4672
H -0.8591 2.8119 -4.4439
H -2.3808 2.6902 -2.8899
H -2.8864 0.4498 -3.5762
H -3.2487 0.9775 -1.7279
H -0.0411 -0.6881 -3.9783
H 0.3115 -3.1197 -2.7634
H -2.8278 -0.4559 0.7012
H 0.8313 -3.8296 -0.3411
H -2.0754 -2.2058 2.6538
H -0.5445 -3.8795 1.9297
H -1.7803 1.0703 0.0842
H -0.7162 1.4967 2.0870
H 1.8192 0.8392 -0.0888
H 0.8911 -0.5966 0.6075
H 1.2114 -1.7742 2.3985
H 4.0148 0.5061 4.7899
H 2.9065 -1.6380 4.7201
H 1.6608 2.5410 -0.1082
N -0.6687 1.5877 -3.9591
N -0.3016 -2.4054 -2.4975
N -0.8804 1.4604 -0.1256
N 3.0220 0.9015 2.8212
N 2.7639 -1.0556 3.9655
O 0.5870 2.3445 -1.6846
O 0.5881 3.4222 2.5313
O 1.8777 3.1135 0.6686
```

Computed properties:
largest force on an atom	0.14137	hartree/bohr
DFT total energy	-31521.8688	eV
2S+1	1